# 1
68
Properties=species:S:1:pos:R:3:forces:R:3:mulliken_charge:R:1 method="wB97M-V/def2-TZVPD" gap_ev=6.648 energy_ev=-55509.220 de_lowest_kj_mol=0.0 spin_multiplicity=1
H 4.182 -1.211 -2.984 -0.264 -0.070 -0.090 0.512
H 0.500 -1.391 -5.241 0.320 -0.026 0.263 0.501
C 0.364 -0.985 -3.145 0.119 0.365 0.108 0.505
Si -1.195 -3.995 0.671 1.338 0.302 0.415 -0.064
H 3.275 -2.791 1.211 -0.059 -0.026 0.273 0.425
H 2.323 2.916 -0.892 0.948 0.659 -0.282 0.284
C -2.772 1.032 4.528 -0.100 -0.073 -0.276 -0.519
H 3.003 -1.560 -5.172 0.056 -0.014 0.059 0.417
H -1.476 -6.021 2.118 0.091 0.031 0.056 0.331
H -3.206 2.874 3.454 0.049 -0.246 0.169 0.372
C 2.366 -0.865 -1.916 -0.425 0.144 -0.222 0.582
O -0.635 1.760 -0.225 1.482 1.780 -1.829 -0.588
H 3.175 1.679 1.144 -0.008 -0.022 0.325 0.387
H -3.196 1.392 -3.588 0.205 0.104 0.233 0.456
H -4.373 -0.519 -1.164 0.099 -0.130 -0.239 0.403
C -2.730 1.891 3.430 0.513 -0.092 -0.758 -0.513
H -0.945 -1.580 3.245 -0.265 0.259 0.097 0.325
H -3.314 1.329 5.422 0.110 -0.081 -0.050 0.344
H -0.593 -4.785 3.018 -0.016 0.015 -0.283 0.316
H 2.808 -2.109 2.801 0.115 -0.115 -0.143 0.405
P -2.172 -0.116 -1.964 0.051 -0.023 -0.469 1.278
H -1.569 -1.982 -3.376 0.399 0.362 0.083 0.429
H -0.279 2.485 -0.795 -0.708 -0.854 0.930 -0.060
H 4.011 -1.378 -0.581 -0.664 0.537 -0.320 0.523
H -1.621 -5.978 -0.791 -0.040 0.153 -0.076 0.331
C 2.447 -1.353 -4.266 -0.146 0.081 -0.174 -0.549
C -1.443 0.242 2.201 1.269 -0.604 -1.944 0.555
C -2.878 -3.278 1.119 -0.447 -0.179 0.125 -0.827
C -2.037 1.492 2.260 -1.064 0.735 1.385 -0.345
H 0.271 4.273 0.819 0.336 0.203 -0.651 -0.002
C -1.168 -0.952 -3.290 -0.460 0.092 -0.099 -1.274
H 0.238 -5.748 1.774 -0.207 0.208 0.005 0.278
C 0.170 -2.742 0.530 -0.145 0.039 -0.462 -0.290
H -2.174 -0.888 5.311 -0.062 0.104 0.048 0.383
O 3.143 3.321 -1.275 -1.061 -1.649 -0.976 -0.625
C -3.769 -0.952 -1.974 -0.320 -0.153 -0.289 -1.352
H -1.607 2.008 -2.979 -0.317 -0.152 0.061 0.335
H 3.656 0.347 -0.651 0.075 0.034 -0.559 0.469
C 3.175 -0.636 -0.646 0.584 -0.077 0.262 -1.491
H -3.042 2.124 -1.937 0.141 -0.176 -0.322 0.353
H 0.616 4.535 0.189 -0.302 -0.163 0.645 -0.018
H -4.270 -0.803 -2.937 -0.113 -0.166 0.178 0.445
C -0.708 -5.243 2.024 -0.284 -0.210 -0.006 -1.172
C 3.096 -1.161 -3.060 0.144 -0.031 0.002 -0.931
H -3.441 -4.031 1.690 0.005 0.103 -0.166 0.398
N 1.007 -0.747 -1.964 0.490 -0.384 -0.947 0.407
C -1.296 -4.941 -0.950 -0.214 -0.335 -0.350 -1.104
C -2.548 1.510 -2.706 0.009 0.085 0.150 -1.488
H -1.994 -4.488 -1.664 0.018 -0.035 0.029 0.283
C 3.278 -1.894 1.837 -0.280 -0.417 0.172 -1.826
H 2.320 1.175 2.644 0.174 -0.051 -0.361 0.325
H -0.312 -4.982 -1.435 -0.155 0.031 0.174 0.309
C -2.148 -0.215 4.459 0.572 -0.367 -0.388 -0.497
H 3.220 2.822 -2.137 0.021 0.911 1.296 0.320
C 1.066 -1.257 -4.317 -0.092 -0.068 0.189 -0.913
H 0.823 -2.864 1.402 -0.278 0.136 0.218 0.055
H 3.976 0.592 2.347 -0.150 0.297 -0.242 0.450
C -1.454 -0.609 3.288 -0.980 0.441 1.526 -0.536
H -3.473 -3.056 0.223 0.046 -0.014 0.084 0.215
P 2.326 -0.597 0.988 0.004 0.412 0.317 1.533
H -3.634 -2.019 -1.769 -0.073 0.202 -0.055 0.270
H 4.309 -1.564 2.014 -0.194 -0.038 -0.145 0.536
H 0.859 -2.933 -0.317 -0.288 -0.318 -0.015 0.275
H -2.870 -2.373 1.740 0.256 -0.155 -0.159 0.214
C 3.027 0.860 1.860 0.199 0.106 0.037 -1.319
H -1.447 -0.434 -4.228 0.393 -0.396 0.200 0.571
H -1.959 2.177 1.404 -0.158 -0.301 0.493 0.249
Y -0.363 -0.285 0.054 -0.289 -0.716 2.739 -0.052

# 2
82
Properties=species:S:1:pos:R:3:forces:R:3:mulliken_charge:R:1 method="wB97M-V/def2-TZVPD" smiles="COC(=O)OC.COC(=O)OC.COC(=O)OC.COC(=O)OC.COC(=O)OC.COC(=O)OC.O=C1OCCO1" gap_ev=9.415 energy_ev=-65406.014 de_lowest_kj_mol=1662.8 spin_multiplicity=1
H 20.391 -3.259 -17.383 0.047 -0.664 0.646 0.330
C 20.442 -2.893 -9.146 0.825 1.541 -0.356 -0.899
H 22.936 -9.758 -15.843 -0.455 0.299 -0.241 0.133
H 24.562 -9.349 -15.412 -0.129 0.208 0.707 0.439
O 17.665 -5.305 -11.913 -2.407 1.324 1.432 -0.661
H 17.680 -1.790 -13.298 -0.311 -0.097 -0.179 0.417
H 23.348 -7.585 -19.526 -0.533 0.421 0.146 0.419
H 21.981 -7.341 -11.738 -0.370 0.664 -0.375 0.210
H 20.520 -7.959 -10.931 -0.244 0.323 -0.184 0.314
O 19.707 -7.938 -18.002 -0.092 0.699 -5.040 0.031
H 16.709 -5.935 -9.209 -0.106 0.013 0.690 0.355
C 19.547 -3.763 -17.853 0.029 2.974 -0.756 -1.004
H 20.573 -4.123 -11.578 -0.152 -0.434 -3.097 0.685
H 18.993 -6.354 -16.961 0.279 -2.569 -2.258 1.137
H 23.639 -9.108 -18.933 -1.308 -0.611 -3.619 0.450
H 21.934 -7.479 -10.035 -0.084 0.111 0.281 0.497
H 17.886 -5.104 -8.042 -0.317 -0.062 -0.218 0.233
H 18.387 -6.287 -9.288 0.462 0.476 -0.404 0.266
O 23.474 -7.141 -17.238 1.661 0.436 -4.542 -0.386
C 18.596 -7.030 -17.718 1.112 -2.395 0.728 -0.909
O 19.525 -9.575 -16.513 -0.848 -2.754 0.972 -0.060
O 23.015 -5.551 -15.677 2.327 -3.291 -2.695 -0.612
O 21.175 -6.478 -15.104 -1.452 -1.043 -0.022 -0.664
C 23.659 -8.943 -15.868 1.445 0.070 0.305 -0.384
H 21.419 -8.524 -15.681 -0.795 0.406 0.559 0.457
O 19.245 -6.790 -14.018 3.082 0.990 1.277 -0.878
O 20.911 -10.737 -17.700 -1.268 1.345 -0.422 -0.202
C 16.985 -6.152 -14.564 -0.724 1.088 0.074 -0.514
C 20.909 -7.606 -15.973 -1.687 0.861 0.944 -0.736
O 20.858 -5.282 -13.365 1.003 -0.691 0.122 -0.324
H 22.619 -8.864 -20.432 -0.299 -0.235 0.087 0.320
C 22.841 -8.543 -19.414 -0.347 0.686 -2.959 -1.073
O 18.978 -4.874 -17.216 0.064 3.911 1.620 -0.076
H 21.374 -2.794 -8.590 -0.304 -0.307 0.515 0.384
C 21.311 -7.211 -10.888 1.101 -1.251 1.387 -0.993
C 20.167 -10.759 -16.583 -0.327 -0.625 0.783 0.758
C 20.049 -4.771 -12.280 -2.688 0.975 -4.790 -1.403
H 17.735 -8.653 -15.947 0.074 -0.838 -0.451 0.426
C 21.041 -5.069 -9.704 2.517 -2.697 1.402 0.757
H 21.269 -7.396 -16.980 0.014 0.668 1.604 1.903
H 25.143 -8.522 -17.367 0.181 1.234 -0.051 0.483
O 20.782 -5.915 -10.748 2.611 -1.264 4.135 -0.206
C 18.537 -9.247 -15.508 -0.726 -0.358 1.065 -1.092
C 23.177 -6.719 -16.072 1.367 4.637 4.338 1.052
H 22.519 -11.551 -18.639 -0.493 -0.109 -0.511 0.239
H 16.624 -7.177 -14.649 0.310 0.014 0.419 0.318
C 18.365 -4.731 -16.002 -1.679 1.685 1.179 0.254
H 18.877 -8.525 -14.765 0.751 -0.515 -0.055 0.477
C 24.070 -8.403 -17.221 -0.290 -2.756 2.051 0.422
H 23.626 -9.116 -17.916 0.528 0.918 3.191 -0.669
H 19.496 -5.564 -11.775 0.364 1.023 -1.536 0.685
O 20.149 -11.689 -15.798 -0.253 1.022 -0.544 -0.635
C 17.689 -5.487 -9.043 -0.834 -0.010 -1.423 -0.685
H 19.531 -3.068 -8.573 0.213 0.531 0.074 0.213
H 19.300 -4.259 -12.884 0.909 -0.126 0.561 0.560
H 17.551 -5.884 -13.671 -0.674 -0.647 -0.463 0.255
H 16.111 -5.504 -14.619 -0.117 0.176 -0.282 0.281
H 18.823 -2.962 -18.002 -0.511 0.031 0.605 0.408
H 18.066 -10.046 -14.936 0.441 -0.632 -0.538 0.443
O 17.808 -5.984 -15.723 -0.082 3.961 -0.279 -0.218
H 19.825 -7.718 -15.952 1.433 0.458 -0.029 -1.805
O 20.938 -6.495 -19.403 -1.100 -3.440 1.034 -0.684
H 18.102 -6.592 -18.585 0.400 -0.068 0.075 0.314
O 21.684 -5.384 -8.669 -2.624 1.709 -3.311 -0.632
H 17.935 -7.582 -17.050 -0.159 -0.371 -1.596 -0.022
H 20.973 -12.630 -18.544 0.250 0.231 -0.523 0.293
C 20.723 -7.588 -18.829 0.160 2.938 0.755 0.854
C 18.260 -2.700 -13.145 -1.502 0.337 1.255 -0.672
C 17.690 -4.297 -11.228 1.900 0.076 -2.698 0.878
C 20.340 -6.208 -14.149 -1.724 -1.410 1.089 0.444
O 20.557 -3.877 -10.120 0.902 -2.490 3.328 -0.155
O 18.242 -3.664 -15.334 0.749 -4.756 -4.713 -0.657
H 20.464 -2.065 -9.855 -0.903 0.885 0.912 0.321
H 19.294 -2.418 -13.345 0.055 -0.400 0.275 0.216
O 18.048 -3.008 -11.744 -1.057 -1.645 3.018 -0.336
H 21.952 -12.263 -17.143 0.465 -0.831 -0.199 0.433
H 17.918 -3.518 -13.779 0.014 0.822 1.171 0.366
C 21.624 -11.874 -18.106 0.321 -0.581 2.292 -0.923
O 17.700 -4.311 -9.912 0.385 1.468 0.928 -0.365
H 19.843 -3.875 -18.896 0.059 -1.580 0.218 0.356
O 21.683 -8.528 -18.586 0.151 0.172 -1.433 0.401
O 23.202 -7.773 -15.243 1.013 -0.263 2.541 -0.356

# 3
78
Properties=species:S:1:pos:R:3:forces:R:3:mulliken_charge:R:1 method="wB97M-V/def2-TZVPD" gap_ev=4.709 energy_ev=-69047.561 total_charge=+1 spin_multiplicity=1
N -3.823 -0.228 -1.220 0.065 0.018 0.716 -0.684
N -0.413 2.625 1.615 0.105 -0.312 0.469 0.057
N -0.461 1.496 2.277 0.477 0.999 0.623 -0.434
H -4.183 -2.142 -3.459 0.011 -0.064 -0.028 0.283
O 7.574 1.527 3.455 -0.137 0.125 0.028 -0.413
C -3.389 -1.543 -3.907 0.295 0.159 -0.474 -0.566
H -3.076 2.588 -1.477 -0.481 -0.345 -0.235 0.260
C -1.724 -4.210 -4.679 0.012 0.124 -0.256 -1.139
H -1.160 -3.610 -2.723 0.008 0.013 -0.016 0.397
H 3.277 0.390 4.704 -0.102 -0.076 0.041 0.348
C -0.937 2.781 0.436 0.215 1.876 -0.905 -0.353
H -5.934 -5.258 -6.120 0.003 -0.010 -0.033 0.391
F -0.429 -2.022 4.277 0.068 0.540 -0.178 -0.260
C 7.918 1.930 4.769 0.285 -0.039 0.122 -0.473
H 6.523 2.167 1.841 0.037 0.005 0.008 0.288
H -2.283 1.127 -2.151 -0.419 -0.230 0.042 -0.279
H 2.332 1.428 3.622 0.022 0.035 -0.043 0.146
P -2.645 -0.805 -0.366 -1.809 -0.137 -1.327 0.564
C -1.710 0.595 0.422 0.328 -0.178 -0.113 -0.038
C 7.288 1.074 5.862 -0.139 -0.194 -0.061 -0.700
H -0.990 5.022 -1.768 -0.053 0.187 0.216 0.342
H -2.974 -3.235 -5.937 0.005 -0.003 -0.074 0.107
H -1.492 4.899 -3.406 -0.059 0.130 -0.253 0.463
H -3.787 -5.959 -5.276 0.025 -0.003 0.016 0.398
O -5.491 -3.276 -6.308 0.175 0.077 -0.163 -0.346
C -5.068 -4.634 -6.363 -0.241 -0.132 0.215 -0.823
H -3.522 -1.501 -4.992 -0.106 -0.166 0.018 0.226
C -1.102 0.550 1.680 -0.331 -1.950 0.309 -0.312
H -0.817 -3.790 -5.121 0.040 -0.008 0.067 0.376
C -1.178 2.979 -2.430 -1.307 -0.331 -0.253 -0.751
F 0.950 -0.556 3.471 -0.250 0.027 0.057 -0.221
H -4.148 -2.453 -7.674 -0.009 -0.039 -0.098 0.318
C 5.322 2.414 6.460 0.035 -0.197 -0.270 -0.252
H 3.452 3.372 6.835 -0.023 -0.018 0.001 0.403
F -0.795 -1.778 1.704 -0.140 -0.153 -0.218 -0.304
H 5.412 0.900 5.119 0.004 -0.027 -0.021 0.068
C -0.328 -0.779 3.767 -0.188 -1.223 0.310 0.610
H 9.001 1.804 4.845 -0.001 -0.002 -0.023 0.343
N -2.752 -4.196 -5.711 -0.077 -0.087 0.177 -0.288
H -2.897 -3.813 -2.869 -0.101 0.054 -0.112 0.423
C 6.405 2.117 2.925 0.110 -0.167 -0.128 -0.522
C -2.147 2.046 -1.614 1.482 1.283 -0.243 0.436
H -2.657 4.560 -2.129 -0.255 0.011 -0.038 0.332
C -5.225 -2.547 -7.493 -0.063 -0.003 0.122 -0.748
H 5.629 2.580 7.495 0.026 0.002 0.003 0.392
N 5.835 1.126 6.010 0.014 0.150 0.059 -0.302
H 7.746 1.333 6.821 -0.016 0.046 0.010 0.401
H -3.127 -1.676 0.622 0.804 -0.019 0.219 0.091
H -3.463 -0.532 -3.526 -0.037 0.037 0.015 0.165
H -4.363 -4.547 -4.366 -0.107 -0.139 0.021 0.157
H 3.376 1.608 6.931 0.031 -0.084 -0.073 0.381
C -2.009 -3.440 -3.394 0.295 -0.120 0.152 -0.383
H -0.827 3.752 -0.016 0.120 0.305 0.089 0.490
H 5.518 1.511 3.134 -0.077 0.112 0.051 0.155
H -1.722 -1.457 -1.209 0.468 0.075 0.581 0.179
H 6.252 3.131 3.304 -0.036 -0.004 0.055 0.277
F -0.779 0.074 4.678 0.222 0.099 -0.255 -0.240
C 3.812 2.445 6.379 0.064 0.349 0.124 -0.788
H 7.723 3.000 4.908 -0.132 -0.008 -0.032 0.341
H -0.181 2.867 -2.029 0.446 -0.048 -0.412 0.629
C 2.657 1.291 4.651 0.223 0.304 0.084 -0.739
H 1.775 1.165 5.287 -0.014 -0.072 0.011 0.405
C -1.593 1.798 -0.252 -0.910 -1.431 -0.345 0.139
O -2.090 -2.032 -3.570 -0.300 -0.029 0.270 -0.247
C -1.626 4.444 -2.438 0.700 -0.047 0.302 -1.193
H -4.721 -0.577 -0.907 -0.117 0.161 -0.048 0.249
H 5.706 3.243 5.850 -0.045 0.128 0.122 0.198
C -3.983 -4.885 -5.340 0.126 0.238 -0.056 -0.176
O 3.384 2.446 5.017 -0.100 -0.207 -0.023 -0.357
H -5.696 -3.018 -8.359 0.045 0.010 -0.044 0.356
H -4.730 -4.907 -7.366 0.082 0.072 -0.011 0.406
H 0.065 3.399 2.065 0.115 -0.095 0.225 0.322
I -1.224 2.236 -4.463 0.286 0.018 0.243 0.136
C -1.191 -0.755 2.475 0.408 0.941 0.641 1.071
H 7.550 0.033 5.659 0.064 0.012 0.004 0.375
H -5.645 -1.551 -7.366 -0.022 -0.012 0.037 0.243
H -1.498 -5.249 -4.422 -0.039 -0.016 0.030 0.466
F -2.479 -0.910 2.839 -0.105 -0.296 -0.044 -0.274